Entry from OMol25: a structure of composition C4H6B3F12LiO3 in a non-equilibrium geometry (ωB97M-V with the def2-TZVPD basis set).

Summary:
Spin multiplicity: 1
Net charge: -2
E_HOMO, eV: -5.9224
LUMO, eV: 4.72

Element x y z (Å)
Li (-1.111, 0.055, 1.746)
B (-2.055, -1.661, 3.425)
F (-1.969, -1.572, 2.049)
F (-1.396, -2.822, 3.826)
F (-1.430, -0.537, 3.944)
F (-3.328, -1.627, 3.892)
B (-3.235, 1.682, 1.198)
F (-4.279, 0.850, 0.978)
F (-3.623, 3.016, 0.992)
F (-2.924, 1.449, 2.480)
F (-2.177, 1.318, 0.446)
B (1.756, -0.547, 1.552)
F (0.572, -0.286, 0.958)
F (1.512, -0.604, 2.887)
F (2.294, -1.695, 1.077)
F (2.550, 0.499, 1.232)
C (-0.004, 0.755, -2.080)
C (1.512, 0.644, -2.216)
C (2.159, -0.674, -1.947)
O (2.431, -1.066, -3.240)
C (2.495, -0.011, -4.040)
O (2.970, 0.052, -5.176)
O (1.947, 1.013, -3.456)
H (-0.313, 0.440, -1.084)
H (-0.600, 0.145, -2.759)
H (-0.367, 1.773, -2.219)
H (1.993, 1.413, -1.612)
H (1.545, -1.444, -1.481)
H (3.076, -0.557, -1.369)

Results of the Löwdin charge analysis, in e, for atoms 1 through 5: Li 0.7566; B -1.3818; F 0.0937; F 0.1084; F 0.1066

---

Entry from OMol25: a cluster of 3 separate species, C2H10NO2S in total (ωB97M-V with the def2-TZVPD basis set).

Summary:
Spin multiplicity: 1
Net charge: -1
E_HOMO, eV: -2.5572
LUMO, eV: 3.01

Element x y z (Å)
C (1.086, -1.670, -0.659)
C (0.291, -1.272, -1.891)
S (-0.396, 0.412, -1.767)
N (0.256, -1.829, 0.542)
H (1.856, -0.944, -0.420)
H (1.557, -2.644, -0.838)
H (-0.474, -2.030, -2.025)
H (0.945, -1.318, -2.771)
H (-0.331, -2.640, 0.422)
H (-0.340, -1.008, 0.605)
H (1.623, -2.708, 2.876)
H (1.795, -1.223, 2.596)
O (2.078, -1.925, 3.192)
H (-2.797, 4.508, 1.124)
H (-3.403, 5.587, 2.016)
O (-2.681, 5.433, 1.396)

Results of the Löwdin charge analysis, in e, for atoms 1 through 5: C -0.4244; C -0.8017; S 0.0650; N -0.0425; H 0.0793